# 1
Entry from OMol25: a structure of composition C36H73ClN2O17P4S (wB97M-V/def2-TZVPD).

Positions of all 134 atoms, in Å:
C  -3.369  2.193  3.067
C  -4.551  2.807  3.187
C  -5.800  2.435  2.452
C  -6.789  1.585  3.069
Cl  -6.446  0.972  4.667
C  -7.958  1.225  2.487
C  -8.220  1.708  1.172
N  -9.312  1.483  0.430
S  -9.030  2.255  -0.955
N  -7.594  2.924  -0.700
C  -7.237  2.528  0.533
C  -6.010  2.898  1.180
C  -5.013  3.762  0.434
C  -3.787  2.875  0.044
O  -3.626  2.840  -1.366
C  -3.500  1.526  -1.876
C  -4.755  0.638  -1.645
H  -3.220  1.115  3.031
H  -2.475  2.819  3.049
H  -4.611  3.665  3.862
H  -8.685  0.591  2.980
H  -5.456  4.183  -0.470
H  -4.705  4.623  1.034
H  -2.901  3.387  0.450
H  -3.819  1.892  0.516
H  -3.416  1.638  -2.964
H  -2.583  1.009  -1.563
H  -4.436  -0.193  -1.002
H  -5.530  1.175  -1.097
H  -5.116  0.182  -2.567
O  1.430  2.182  0.112
P  1.931  3.095  -0.950
O  1.109  2.646  -2.282
C  -0.272  3.033  -2.359
C  -0.463  4.534  -2.472
O  3.405  2.420  -1.231
C  3.881  1.369  -0.390
C  3.386  0.010  -0.843
O  2.446  4.507  -1.602
C  2.938  5.507  -0.674
C  4.126  5.041  0.147
H  -0.796  2.653  -1.477
H  -0.693  2.542  -3.236
H  -0.095  5.056  -1.585
H  -1.519  4.777  -2.588
H  0.085  4.928  -3.329
H  3.615  1.563  0.650
H  4.973  1.396  -0.404
H  2.318  -0.001  -1.060
H  3.590  -0.752  -0.089
H  3.878  -0.267  -1.778
H  2.122  5.804  -0.010
H  3.215  6.376  -1.268
H  3.858  4.216  0.811
H  4.499  5.855  0.771
H  4.930  4.691  -0.498
O  -2.067  -3.151  2.085
P  -0.924  -3.382  3.007
O  -1.064  -2.197  4.117
C  -2.095  -2.321  5.106
C  -1.865  -3.478  6.063
O  0.310  -2.811  2.079
C  0.077  -2.438  0.719
C  -0.414  -1.009  0.596
O  0.141  -4.250  3.899
C  0.325  -5.638  3.520
C  0.826  -5.812  2.098
H  -3.060  -2.435  4.602
H  -2.115  -1.382  5.657
H  -1.889  -4.440  5.546
H  -2.637  -3.494  6.834
H  -0.891  -3.391  6.544
H  -0.613  -3.139  0.246
H  1.014  -2.562  0.172
H  -1.215  -0.774  1.297
H  -0.772  -0.804  -0.415
H  0.397  -0.318  0.836
H  -0.622  -6.170  3.646
H  1.044  -6.067  4.217
H  0.093  -5.462  1.366
H  1.017  -6.866  1.889
H  1.742  -5.245  1.936
O  6.420  -7.758  7.152
P  5.554  -7.645  5.949
O  4.882  -9.124  5.803
C  3.840  -9.467  6.726
C  2.583  -8.633  6.543
O  6.698  -7.686  4.768
C  8.084  -7.644  5.110
C  8.634  -9.021  5.422
O  4.501  -6.940  4.912
C  4.415  -5.492  4.957
C  5.728  -4.796  4.652
H  4.219  -9.357  7.747
H  3.613  -10.520  6.566
H  2.767  -7.576  6.746
H  1.799  -8.972  7.221
H  2.218  -8.709  5.518
H  8.251  -6.953  5.938
H  8.624  -7.204  4.270
H  7.995  -9.591  6.095
H  9.627  -8.955  5.867
H  8.690  -9.610  4.503
H  4.057  -5.192  5.945
H  3.663  -5.197  4.227
H  6.485  -5.011  5.411
H  5.587  -3.715  4.628
H  6.128  -5.125  3.694
O  -1.969  4.253  -9.408
P  -1.333  5.136  -8.396
O  -2.578  5.983  -7.769
C  -3.448  5.290  -6.863
C  -2.757  4.898  -5.569
O  -0.640  6.252  -9.386
C  -0.647  6.059  -10.800
C  -1.923  6.570  -11.438
O  -0.298  5.549  -7.195
C  0.897  4.738  -7.060
C  1.774  4.737  -8.298
H  -3.848  4.401  -7.362
H  -4.282  5.958  -6.653
H  -1.945  4.189  -5.749
H  -3.463  4.430  -4.881
H  -2.323  5.772  -5.085
H  -0.475  5.009  -11.042
H  0.217  6.582  -11.215
H  -2.820  6.248  -10.909
H  -2.001  6.243  -12.475
H  -1.939  7.662  -11.402
H  0.603  3.714  -6.813
H  1.453  5.136  -6.213
H  1.269  4.273  -9.149
H  2.689  4.174  -8.114
H  2.034  5.754  -8.591

Calculated values
* charge: 0

Here are the Löwdin charges for atoms 1 to 5, given in e:
1. C 0.0137
2. C -0.1628
3. C -0.1942
4. C -0.5780
5. Cl 0.6954

# 2
Entry from OMol25: a cluster of 11 separate species, C36H73F9N11O14S3 in total (wB97M-V/def2-TZVPD).

Positions of all 146 atoms, in Å:
C  1.067  7.076  -9.952
C  0.678  6.866  -8.515
O  -0.044  7.640  -7.923
N  1.353  5.747  -7.787
H  2.149  5.445  -8.332
H  1.661  6.107  -6.895
C  0.521  4.487  -7.625
H  0.676  7.987  -10.404
H  0.760  6.224  -10.558
H  2.148  7.195  -10.028
H  0.680  3.829  -8.480
H  -0.538  4.635  -7.416
H  1.062  3.942  -6.852
C  -6.077  -5.769  -2.782
C  -7.474  -6.315  -3.298
O  -8.362  -5.701  -3.907
N  -7.739  -7.850  -3.126
H  -8.610  -8.159  -3.533
H  -7.053  -8.402  -3.622
C  -7.717  -8.186  -1.632
H  -5.193  -6.369  -2.998
H  -6.172  -5.337  -1.786
H  -5.904  -4.994  -3.529
H  -8.386  -7.517  -1.090
H  -6.696  -8.153  -1.252
H  -8.203  -9.123  -1.360
C  -4.551  -9.671  3.683
C  -3.453  -8.707  3.225
O  -3.494  -8.131  2.139
N  -2.265  -8.599  4.215
H  -2.462  -9.033  5.106
H  -1.453  -9.002  3.768
C  -1.740  -7.126  4.562
H  -5.200  -10.125  2.933
H  -5.192  -9.275  4.470
H  -4.023  -10.579  3.974
H  -1.032  -7.204  5.388
H  -2.670  -6.695  4.932
H  -1.312  -6.558  3.736
C  6.247  6.425  2.486
C  4.746  6.381  2.110
O  4.091  5.361  2.156
N  4.216  7.498  1.153
H  4.981  8.066  0.817
H  3.730  6.953  0.455
C  3.177  8.453  1.799
H  7.018  6.260  1.733
H  6.249  5.581  3.176
H  6.529  7.332  3.021
H  2.798  8.925  0.892
H  3.818  9.077  2.422
H  2.438  7.767  2.212
C  6.791  -0.188  0.956
C  8.039  0.103  1.798
O  8.001  0.780  2.858
N  9.343  -0.388  1.347
H  9.800  -1.075  1.929
H  9.069  -0.914  0.529
C  10.370  0.795  1.212
H  6.755  0.432  0.061
H  5.945  0.096  1.582
H  6.748  -1.231  0.640
H  11.202  0.458  0.593
H  10.687  1.139  2.197
H  9.943  1.651  0.689
C  -0.989  -2.370  -2.070
C  0.450  -2.005  -1.755
N  0.487  -0.895  -0.874
C  0.315  0.421  -1.297
C  0.392  1.213  -0.073
N  0.390  0.310  1.028
C  0.427  -0.969  0.550
C  0.429  0.629  2.452
H  -1.434  -1.525  -2.594
H  -1.510  -2.694  -1.169
H  -0.937  -3.238  -2.728
H  1.110  -1.705  -2.569
H  0.913  -2.863  -1.266
H  0.304  0.751  -2.325
H  0.696  2.243  0.041
H  0.388  -1.864  1.153
H  1.460  0.887  2.694
H  0.221  -0.293  2.995
H  -0.356  1.346  2.694
C  -4.235  3.089  -4.235
C  -5.042  4.145  -3.530
N  -4.468  5.457  -3.495
C  -3.273  5.742  -2.901
C  -3.131  7.112  -2.760
N  -4.185  7.613  -3.530
C  -4.981  6.616  -3.952
C  -4.449  9.014  -3.766
H  -4.283  3.050  -5.323
H  -4.656  2.191  -3.784
H  -3.233  2.881  -3.858
H  -5.403  3.908  -2.529
H  -6.013  4.215  -4.022
H  -2.607  4.985  -2.515
H  -2.364  7.774  -2.387
H  -5.908  6.688  -4.501
H  -3.789  9.632  -3.157
H  -5.489  9.315  -3.640
H  -4.184  9.090  -4.821
C  0.009  4.194  7.131
C  -0.525  3.608  8.438
N  -1.276  2.444  8.231
C  -2.580  2.393  7.831
C  -2.946  1.051  7.893
N  -1.819  0.322  7.962
C  -0.762  1.205  8.339
C  -1.745  -1.122  7.741
H  0.584  3.533  6.482
H  0.720  4.958  7.445
H  -0.732  4.793  6.601
H  -1.010  4.373  9.045
H  0.413  3.423  8.962
H  -3.189  3.275  7.701
H  -3.877  0.633  7.540
H  0.218  0.893  8.666
H  -2.353  -1.699  8.438
H  -0.691  -1.392  7.803
H  -1.911  -1.296  6.678
C  -0.924  -1.361  -9.024
F  -1.727  -2.244  -8.406
F  -0.643  -1.756  -10.208
F  -1.561  -0.134  -9.055
S  0.630  -1.226  -7.914
O  0.979  -2.624  -7.570
O  1.547  -0.475  -8.759
O  0.180  -0.417  -6.746
C  4.984  -4.126  5.165
F  5.009  -5.472  5.248
F  5.971  -3.657  5.974
F  5.160  -3.680  3.929
S  3.279  -3.363  5.868
O  3.462  -1.990  6.403
O  2.421  -3.268  4.705
O  2.781  -4.194  6.978
C  2.197  -7.838  -0.866
F  0.989  -7.344  -1.126
F  2.483  -8.681  -1.897
F  3.064  -6.863  -1.031
S  2.349  -8.662  0.910
O  2.383  -7.582  1.929
O  1.255  -9.585  1.160
O  3.669  -9.277  0.951

Calculated values
* charge: +5

Here are the Löwdin charges for atoms 1 to 5, given in e:
1. C 0.0383
2. C -0.3807
3. O 0.1601
4. N 0.0976
5. H 0.1744

DFT total energy for every record listed, in sequence, given in a.u.: -5027.994528, -5162.446629.
Strongest force on any atom for every record listed, in sequence, given in eV/Å: 7.158, 6.444.